[1]
Below is C33H22Br2ClLuN4O7S2 as an isolated structure in a non-equilibrium geometry, with properties calculated with ωB97M-V/def2-TZVPD.

Element x y z (Å)
Lu 1.072 -8.257 16.575
C -1.312 -9.927 11.963
C -1.228 -10.904 13.069
C -2.269 -11.937 13.078
C -2.195 -12.930 13.948
C -1.130 -13.015 14.924
C -0.783 -14.103 15.674
Br -1.417 -15.804 15.222
C 0.180 -13.978 16.725
C 0.696 -12.765 17.014
Br 1.738 -12.613 18.543
C 0.501 -11.553 16.202
O 0.780 -10.386 16.629
C -0.340 -11.781 15.005
N -0.373 -10.860 14.069
H -2.363 -9.593 11.831
H -0.598 -9.127 12.261
H -0.874 -10.392 11.049
H -2.986 -11.831 12.253
H -2.929 -13.757 14.005
H 0.565 -14.796 17.313
S 0.649 -6.953 21.181
C -0.843 -7.755 20.785
C -1.930 -7.953 21.615
C -2.982 -8.743 21.187
C -3.010 -9.275 19.914
C -1.966 -8.966 19.017
C -0.830 -8.264 19.463
N 0.364 -7.899 18.768
C 1.142 -7.099 19.503
C 2.315 -6.406 19.018
C 3.334 -5.842 19.815
C 4.422 -5.182 19.250
C 4.598 -5.233 17.859
C 3.684 -5.932 17.052
C 2.590 -6.573 17.634
H -1.826 -7.451 22.581
H -3.875 -8.874 21.781
H -3.782 -10.038 19.639
H -2.081 -9.241 17.930
H 3.294 -6.025 20.904
H 5.131 -4.623 19.830
H 5.468 -4.733 17.431
H 3.776 -5.961 15.952
C -0.746 -5.183 16.904
C -0.161 -5.217 15.559
C -0.702 -4.243 14.679
C -0.463 -4.414 13.306
C 0.412 -5.413 12.839
C 0.712 -5.571 11.484
C 1.559 -6.559 11.138
C 2.166 -7.472 12.069
C 1.993 -7.237 13.428
S 2.882 -8.257 14.522
C 1.113 -6.191 13.876
N 0.765 -6.110 15.163
H -1.797 -5.549 16.846
H -0.177 -5.894 17.485
H -0.689 -4.158 17.281
H -1.417 -3.521 15.057
H -0.943 -3.697 12.629
H 0.261 -4.873 10.792
H 1.822 -6.667 10.107
H 2.702 -8.314 11.623
O 4.922 -10.304 17.395
N 3.997 -9.770 16.736
O 3.188 -9.013 17.426
O -2.783 -9.274 14.996
Cl -2.224 -7.959 15.051
O -1.664 -7.467 13.830
O -3.055 -6.966 15.694
O -1.038 -8.200 16.009

Results
Charge: -2
LUMO in eV: 3.90
ΔE to the lowest compared entry with this formula, charge and spin in kJ/mol: 144.1
Orbital gap in eV: 5.78
Multiplicity: 1
E_HOMO in eV: -1.880
Total energy in Eh: -9656.449620

[2]
Below is a 2-piece molecular cluster, C4H10N2O overall in a non-equilibrium geometry, with properties calculated with ωB97M-V/def2-TZVPD.

Element x y z (Å)
O -0.151 -0.300 0.887
C -1.319 0.127 0.970
C -1.697 1.472 0.924
C -3.135 1.793 0.917
N 1.627 -1.878 -1.920
C 1.967 -1.268 -0.737
N 3.455 -1.170 -0.509
H -2.127 -0.620 0.968
H -0.926 2.229 0.914
H -3.379 2.480 1.746
H -3.435 2.381 0.047
H -3.722 0.882 0.926
H 1.986 -1.361 -2.734
H 1.682 -1.924 0.086
H 1.504 -0.266 -0.557
H 3.884 -0.491 -1.133
H 3.787 -2.087 -0.795

Results
LUMO in eV: -3.54
ΔE to the lowest compared entry with this formula, charge and spin in kJ/mol: 760.1
Orbital gap in eV: 3.25
Multiplicity: 1
E_HOMO in eV: -6.796
Total energy in Eh: -342.911961

[3]
Below is one molecule with the formula C5H6O2, with properties calculated with ωB97M-V/def2-TZVPD.

Element x y z (Å)
C -1.023 -0.980 0.000
C -0.111 0.185 -0.152
O 1.077 -0.030 -0.811
C 1.914 -1.041 -0.472
O 1.795 -1.755 0.479
C -0.295 1.474 0.259
C -1.583 1.926 0.654
H -0.975 -1.633 -0.876
H -2.038 -0.621 0.179
H -0.691 -1.569 0.862
H 0.609 2.085 0.200
H 2.734 -1.059 -1.199
H -1.453 2.995 0.933

Results
LUMO in eV: -0.89
ΔE to the lowest compared entry with this formula, charge and spin in kJ/mol: 390.4
Orbital gap in eV: 7.49
Multiplicity: 1
E_HOMO in eV: -8.381
Total energy in Eh: -344.453218

[4]
Below is C58H77N4O2P2SbScSeSi3Te as an isolated structure, with properties calculated with ωB97M-V/def2-TZVPD.

Element x y z (Å)
Sc -0.131 0.035 0.303
Te 3.532 3.814 -0.455
C 3.512 4.445 -2.479
C 4.465 3.988 -3.378
C 4.441 4.475 -4.678
N 3.561 5.364 -5.117
C 2.667 5.813 -4.243
C 2.601 5.394 -2.924
C 2.066 2.308 -0.253
P 2.478 0.608 -0.144
C 3.908 0.474 0.974
C 4.105 1.456 1.941
C 5.213 1.413 2.772
C 6.121 0.370 2.667
C 5.915 -0.631 1.727
C 4.818 -0.576 0.884
C 3.141 0.037 -1.748
C 4.432 0.334 -2.179
C 4.831 0.019 -3.467
C 3.946 -0.593 -4.344
C 2.656 -0.890 -3.930
C 2.262 -0.571 -2.640
P 0.391 2.409 -0.710
C -0.155 4.090 -0.324
C 0.026 4.549 0.977
C -0.288 5.854 1.301
C -0.793 6.711 0.328
C -0.992 6.252 -0.963
C -0.678 4.939 -1.290
C 0.017 2.184 -2.489
C 0.961 2.313 -3.499
C 0.622 2.063 -4.819
C -0.664 1.657 -5.143
C -1.612 1.497 -4.141
C -1.270 1.754 -2.823
H 5.209 3.262 -3.083
H 5.168 4.126 -5.403
H 1.964 6.549 -4.616
H 1.842 5.791 -2.262
H 3.390 2.264 2.027
H 5.376 2.205 3.490
H 6.992 0.343 3.305
H 6.621 -1.445 1.640
H 4.684 -1.345 0.136
H 5.128 0.816 -1.502
H 5.836 0.252 -3.790
H 4.261 -0.834 -5.348
H 1.961 -1.362 -4.608
H 1.241 -0.810 -2.330
H 0.423 3.877 1.730
H -0.142 6.209 2.311
H -1.031 7.734 0.580
H -1.391 6.913 -1.720
H -0.831 4.587 -2.303
H 1.972 2.587 -3.253
H 1.369 2.176 -5.592
H -0.926 1.457 -6.171
H -2.615 1.178 -4.390
H -2.019 1.635 -2.044
O -2.027 2.210 1.257
C -2.748 1.347 0.794
C -4.261 1.391 0.724
C -4.635 0.037 0.139
C -3.302 -0.659 -0.091
O -3.169 -1.779 -0.538
N -2.256 0.157 0.281
H -4.558 2.234 0.097
H -4.659 1.578 1.721
H -5.158 0.105 -0.815
H -5.248 -0.582 0.795
C -2.803 -3.947 -2.407
Si -0.968 -4.135 -2.170
C -0.569 -5.950 -1.972
C -0.036 -3.409 -3.621
Sb -0.003 -2.900 -0.107
Si 2.386 -3.904 0.085
C 3.064 -3.178 1.682
C 3.429 -3.424 -1.388
C 2.468 -5.771 0.214
Si -1.113 -4.109 1.888
C -1.252 -5.963 1.674
C -2.831 -3.416 2.123
C -0.052 -3.758 3.394
H -3.102 -4.663 -3.174
H -3.076 -2.947 -2.730
H -3.361 -4.154 -1.500
H -0.908 -6.478 -2.863
H -1.081 -6.383 -1.118
H 0.494 -6.137 -1.858
H -0.424 -3.823 -4.552
H 1.029 -3.628 -3.573
H -0.157 -2.327 -3.663
H 2.745 -2.147 1.848
H 4.153 -3.188 1.666
H 2.741 -3.773 2.533
H 3.506 -2.349 -1.541
H 3.031 -3.852 -2.307
H 4.432 -3.827 -1.246
H 1.713 -6.211 0.855
H 3.441 -6.015 0.641
H 2.411 -6.249 -0.759
H -2.113 -6.228 1.065
H -1.392 -6.406 2.660
H -0.375 -6.420 1.228
H -3.482 -3.699 1.300
H -2.826 -2.329 2.161
H -3.256 -3.800 3.050
H 0.762 -4.476 3.464
H -0.650 -3.855 4.300
H 0.385 -2.764 3.365
C 1.470 2.070 6.316
C 2.791 1.913 5.570
C 3.382 0.504 5.609
C 2.761 -0.490 4.637
N 1.407 -0.868 5.025
C 0.257 -0.508 4.427
Se 0.060 0.570 2.919
N -0.777 -0.993 5.139
C -2.191 -0.831 4.817
C -2.712 0.563 5.143
C -2.614 0.906 6.625
C -3.192 2.280 6.930
C -0.280 -1.721 6.211
C -0.914 -2.442 7.216
C -0.099 -3.082 8.129
C 1.299 -3.010 8.046
C 1.929 -2.288 7.052
C 1.107 -1.641 6.137
H 1.241 3.123 6.474
H 1.516 1.593 7.296
H 0.627 1.646 5.769
H 3.522 2.594 6.013
H 2.666 2.225 4.531
H 3.317 0.114 6.629
H 4.443 0.543 5.361
H 3.354 -1.407 4.582
H 2.700 -0.073 3.627
H -2.721 -1.575 5.412
H -2.325 -1.085 3.765
H -3.754 0.603 4.818
H -2.168 1.303 4.552
H -1.566 0.878 6.936
H -3.134 0.145 7.213
H -2.685 3.051 6.350
H -3.088 2.532 7.983
H -4.253 2.321 6.682
H -1.989 -2.502 7.291
H -0.549 -3.653 8.926
H 1.896 -3.532 8.778
H 3.004 -2.235 6.988

Results
Charge: +1
LUMO in eV: -2.61
ΔE to the lowest compared entry with this formula, charge and spin in kJ/mol: 0.0
Orbital gap in eV: 6.48
Multiplicity: 1
E_HOMO in eV: -9.090
Total energy in Eh: -7847.502969

[5]
Below is a 4-piece molecular cluster, C22H55BNO13S overall in a non-equilibrium geometry, with properties calculated with ωB97M-V/def2-TZVPD.

Element x y z (Å)
C 3.014 3.372 0.929
C 2.563 2.904 -0.451
O 3.596 2.264 -1.155
C 1.375 1.952 -0.352
O 0.223 2.742 0.127
S -1.168 2.413 -0.572
N -2.023 1.458 0.456
C -2.013 3.953 -0.425
B -1.010 5.049 0.234
O -0.972 5.257 1.585
O -0.246 5.768 -0.617
H 4.069 3.625 0.932
H 2.461 4.271 1.207
H 2.812 2.636 1.707
H 2.186 3.782 -0.987
H 3.672 2.634 -2.035
H 1.160 1.500 -1.317
H 1.560 1.187 0.399
H -2.053 1.905 1.374
H -1.527 0.576 0.592
H -2.851 3.773 0.245
H -2.339 4.250 -1.417
H -0.740 4.466 2.078
H 0.629 5.930 -0.254
C -2.607 -4.664 -0.950
O -1.607 -4.738 0.041
C -0.694 -3.667 -0.011
C -0.043 -3.450 1.336
O -0.868 -2.764 2.275
C -1.960 -3.502 2.821
C -1.559 -4.557 3.825
O -1.053 -5.704 3.172
C -0.191 -6.463 3.994
H -2.183 -4.735 -1.959
H -3.286 -5.498 -0.791
H -3.174 -3.729 -0.854
H -1.211 -2.740 -0.306
H 0.077 -3.895 -0.760
H 0.819 -2.792 1.190
H 0.324 -4.394 1.740
H -2.579 -3.932 2.033
H -2.561 -2.760 3.351
H -2.447 -4.840 4.408
H -0.809 -4.141 4.508
H 0.669 -5.867 4.319
H 0.167 -7.303 3.403
H -0.716 -6.846 4.876
C -8.932 -5.433 3.508
O -7.922 -4.667 2.889
C -6.741 -5.411 2.656
C -5.922 -4.784 1.553
O -6.399 -5.054 0.245
C -7.564 -4.368 -0.182
C -7.329 -2.921 -0.545
O -7.222 -2.112 0.615
C -6.486 -0.938 0.391
H -8.623 -5.772 4.503
H -9.809 -4.799 3.608
H -9.194 -6.305 2.897
H -6.986 -6.443 2.380
H -6.142 -5.424 3.579
H -4.929 -5.239 1.586
H -5.803 -3.710 1.719
H -8.372 -4.460 0.546
H -7.876 -4.883 -1.094
H -8.174 -2.564 -1.149
H -6.412 -2.847 -1.144
H -5.464 -1.170 0.061
H -6.436 -0.398 1.335
H -6.966 -0.298 -0.360
C 5.896 6.531 -1.184
O 6.983 5.795 -1.682
C 6.822 4.400 -1.515
C 7.658 3.624 -2.504
O 7.102 3.570 -3.807
C 7.195 4.741 -4.608
C 8.575 5.003 -5.162
O 9.417 5.555 -4.167
C 10.785 5.317 -4.420
H 5.785 6.400 -0.100
H 6.085 7.582 -1.393
H 4.960 6.238 -1.681
H 5.768 4.119 -1.650
H 7.131 4.132 -0.494
H 7.679 2.586 -2.165
H 8.685 3.993 -2.519
H 6.821 5.618 -4.076
H 6.533 4.554 -5.456
H 8.493 5.714 -5.995
H 8.995 4.064 -5.541
H 10.996 4.242 -4.466
H 11.349 5.750 -3.597
H 11.105 5.786 -5.357

Results
Charge: +1
LUMO in eV: -3.10
Orbital gap in eV: 7.69
Multiplicity: 1
E_HOMO in eV: -10.788
Total energy in Eh: -2326.778827

[6]
Below is a 2-piece molecular cluster, C15H18 overall in a non-equilibrium geometry, with properties calculated with ωB97M-V/def2-TZVPD.

Element x y z (Å)
C -1.664 2.377 -0.429
C -1.636 2.088 1.084
C -1.549 1.132 -1.273
C -2.652 0.376 -1.606
C -0.284 0.662 -1.655
C -2.517 -0.783 -2.379
C -0.141 -0.455 -2.448
C -1.293 -1.096 -2.920
H -2.600 2.874 -0.689
H -0.869 3.056 -0.720
H -2.575 2.245 1.623
H -3.647 0.682 -1.313
H 0.574 1.063 -1.126
H -3.376 -1.387 -2.638
H 0.854 -0.833 -2.632
H -1.197 -1.913 -3.622
H -0.936 2.805 1.516
H -1.330 1.066 1.317
C 1.920 -2.302 -0.253
C 0.915 -0.707 3.051
C 1.240 -1.650 2.091
C 1.464 0.572 2.947
C 1.858 -1.312 0.885
C 2.195 0.884 1.809
C 2.342 -0.021 0.754
H 0.322 -0.953 3.925
H 1.001 -2.692 2.276
H 1.010 1.383 3.512
H 2.335 1.935 1.594
H 2.900 -2.783 -0.274
H 1.664 -1.756 -1.156
H 2.874 0.380 -0.097
H 1.137 -3.062 -0.223

Results
LUMO in eV: 0.97
ΔE to the lowest compared entry with this formula, charge and spin in kJ/mol: 55.1
Orbital gap in eV: 9.94
Multiplicity: 1
Structure (SMILES): CCc1ccccc1.Cc1ccccc1
E_HOMO in eV: -8.968
Total energy in Eh: -582.344757